Below is a 2-piece molecular cluster, C7H12N3 overall, with properties calculated with the ωB97M-V functional and the def2-TZVPD basis.

Each line ends with the Mulliken charge.
CARTESIAN COORDINATES (ANGSTROEM)
C 0.550 -2.839 -0.682  -0.41
C -0.524 -2.437 -1.451  -0.60
C 1.028 -2.077 0.430  -0.75
C -1.238 -1.343 -1.074  -0.47
C 0.379 -0.902 0.679  -0.14
C -0.822 -0.544 -0.071  0.65
C 2.136 2.446 -0.296  -0.03
N 0.882 2.616 -0.150  0.02
N -1.489 0.624 0.313  -0.15
N -1.254 1.356 1.471  -0.77
H 1.146 -3.598 -1.170  0.37
H -1.031 -3.147 -2.054  0.38
H 1.643 -2.607 1.170  0.34
H -2.068 -0.967 -1.626  0.34
H 0.550 -0.241 1.570  0.38
H 2.546 3.071 -1.036  0.29
H 2.679 1.708 0.316  0.28
H 0.448 3.177 -0.746  0.24
H 0.237 2.085 0.489  0.31
H -2.494 0.521 0.119  0.26
H -1.401 0.940 2.352  0.20
H -1.904 2.157 1.447  0.24

The value obtained for the LUMO energy is -4.98 eV. Its molar mass is 138.194 g mol⁻¹. The largest force on an atom comes out at 5.32 eV/Å. The orbital gap comes out at 6.2 eV. The total charge is +1. The calculation puts the energy at -11914.74069 eV. Its relative energy (zero: lowest compared OMol25 entry of this formula, charge and spin) is 87.64 kcal per mole.

***

Below is a 10-piece molecular cluster, C20H40Cl10O15 overall, with properties calculated with the ωB97M-V functional and the def2-TZVPD basis.

Each line ends with the Mulliken charge.
CARTESIAN COORDINATES (ANGSTROEM)
C 5.386 -3.161 -1.211  -0.38
O 4.757 -1.969 -1.623  -0.35
C 3.692 -1.451 -0.974  0.85
O 3.351 -1.755 0.187  -0.57
O 3.168 -0.473 -1.731  -0.34
C 2.084 0.322 -1.256  0.60
H 6.373 -3.336 -1.638  0.28
H 4.734 -4.013 -1.401  -0.01
H 5.537 -3.185 -0.131  0.30
H 1.717 0.930 -2.083  -0.40
H 2.467 1.060 -0.551  0.46
H 1.231 -0.157 -0.776  -0.34
C -0.849 -2.106 0.496  -0.91
O 0.151 -3.121 0.236  -0.30
C 0.500 -3.360 -1.068  0.78
O 0.105 -2.744 -2.044  -0.53
O 1.387 -4.347 -1.046  -0.33
C 2.081 -4.742 -2.216  -0.71
H -1.814 -2.281 0.021  0.42
H -0.433 -1.106 0.378  0.00
H -1.199 -2.079 1.528  0.55
H 1.542 -5.305 -2.978  0.34
H 3.022 -5.158 -1.856  0.26
H 2.300 -3.834 -2.779  0.22
C -1.582 0.038 -2.411  -0.06
O -2.429 0.655 -1.436  -0.42
C -1.869 1.135 -0.287  0.17
O -0.661 1.164 -0.015  -0.50
O -2.782 1.545 0.466  0.00
C -2.578 1.862 1.809  0.03
H -2.148 -0.162 -3.321  0.29
H -1.279 -0.915 -1.978  0.15
H -0.635 0.502 -2.685  -0.14
H -3.357 2.545 2.147  -0.15
H -1.654 2.312 2.173  0.11
H -2.723 0.972 2.421  0.30
C 1.021 2.166 6.478  -0.69
O -0.110 2.031 5.702  -0.09
C -1.240 1.527 6.184  0.63
O -1.449 1.152 7.348  -0.62
O -2.126 1.668 5.253  -0.01
C -3.443 1.244 5.478  -0.82
H 1.062 1.386 7.238  0.36
H 1.042 3.062 7.098  0.30
H 1.880 2.191 5.808  0.09
H -3.479 0.187 5.741  0.41
H -3.989 1.272 4.535  -0.27
H -4.063 1.825 6.161  0.31
C 3.525 -4.197 -6.750  -0.68
O 2.144 -3.847 -6.503  -0.36
C 1.863 -2.685 -5.938  0.88
O 2.646 -1.881 -5.506  -0.61
O 0.572 -2.635 -5.892  -0.35
C -0.139 -1.579 -5.328  -0.01
H 4.027 -4.649 -5.894  0.26
H 4.061 -3.260 -6.900  0.33
H 3.629 -4.873 -7.598  0.24
H 0.033 -1.477 -4.256  -0.08
H -1.206 -1.665 -5.532  0.30
H 0.158 -0.605 -5.717  0.11
C 2.820 3.397 2.937  -0.53
Cl 1.072 3.032 2.767  0.07
Cl 3.306 4.840 1.992  -0.19
H 3.034 3.695 3.964  0.34
H 3.484 2.605 2.592  0.26
C -5.436 5.528 1.364  -0.17
Cl -5.723 5.842 -0.414  -0.14
Cl -3.777 5.181 1.769  -0.11
H -5.835 6.425 1.838  0.32
H -6.002 4.667 1.720  0.04
C 1.305 2.822 -4.786  -0.08
Cl 0.836 2.060 -6.300  -0.18
Cl -0.066 3.110 -3.623  -0.13
H 1.982 2.196 -4.205  0.00
H 1.821 3.732 -5.094  0.36
C 1.367 -0.770 2.573  0.30
Cl 2.775 -0.376 3.585  -0.21
Cl -0.181 -0.688 3.515  -0.12
H 1.317 0.022 1.825  -0.31
H 1.462 -1.748 2.103  0.31
C -6.837 0.718 3.218  -0.30
Cl -5.863 -0.408 4.163  -0.19
Cl -5.991 2.179 2.850  -0.31
H -7.161 0.260 2.284  0.36
H -7.714 1.038 3.781  0.30

The value obtained for the LUMO energy (spin up / spin down) is 1.68 / 1.67 eV. Its molar mass is 875.055 g mol⁻¹. The largest force on an atom comes out at 4.28 eV/Å. The orbital gap (spin up / spin down) comes out at 1.2 / 9.5 eV. The spin multiplicity is 2. The total charge is -1. The calculation puts the energy at -177323.07014 eV.

***

Below is H10Na5O6 as an isolated structure, with properties calculated with the ωB97M-V functional and the def2-TZVPD basis.

Each line ends with the Mulliken charge.
CARTESIAN COORDINATES (ANGSTROEM)
Na -0.963 -1.830 -0.019  0.79
Na 1.761 1.824 -1.772  0.69
Na -1.477 1.225 -2.131  0.88
Na 0.479 -1.199 -3.101  0.85
Na 2.281 -0.789 0.356  0.85
O -2.977 -0.565 -0.786  -0.92
H -3.742 -1.144 -0.599  0.15
O 0.362 -0.009 -0.968  -1.68
H -0.236 0.345 -0.281  0.39
O -0.417 -0.509 2.490  -0.57
H -1.193 0.019 2.678  0.28
H 0.313 0.105 2.562  0.33
O 2.642 -2.270 -1.967  -0.53
H 2.157 -2.383 -1.150  0.24
H 3.559 -2.392 -1.721  0.33
O -2.033 1.569 0.480  -0.59
H -2.147 1.540 1.430  0.23
H -2.393 0.738 0.170  0.35
O 1.456 1.713 1.761  -0.61
H 1.937 1.834 0.942  0.17
H 0.632 2.180 1.626  0.37

The value obtained for the LUMO energy (spin up / spin down) is -7.34 / -8.04 eV. Its molar mass is 221.024 g mol⁻¹. The largest force on an atom comes out at 2.43 eV/Å. The orbital gap (spin up / spin down) comes out at 4.4 / 6.7 eV. The spin multiplicity is 2. The total charge is +2. The calculation puts the energy at -34517.35499 eV.